(1)
Entry from the OMol25 dataset: a structure of composition C37H42N4P2Pd at a distorted geometry (ωB97M-V/def2-TZVPD).

Geometry as XYZ:
```
86
Properties=species:S:1:pos:R:3:forces:R:3
C 4.849339 0.803669 0.925365 -0.71 -0.07 -0.24
H 2.820315 1.448150 1.585199 0.23 -0.16 -0.05
H -2.102404 -1.834348 0.372919 0.22 -0.49 -0.03
H -2.402888 -2.488394 -3.879585 -0.31 0.05 -0.13
C 3.539854 -1.376302 3.855326 -0.93 0.82 0.32
H -5.549174 -0.475428 2.831512 -0.17 -0.10 0.23
H 3.741490 -4.097909 -1.279838 -0.38 -0.12 0.28
C -0.999957 2.890331 4.041972 0.20 -0.78 1.14
C 3.411487 -2.439586 1.674382 0.08 1.47 0.84
C 3.362322 -3.397523 -0.535865 -1.02 0.42 -0.79
H 1.828514 -0.198020 4.425737 0.00 -0.07 -0.07
H 4.094911 -1.158946 4.767504 -0.21 -0.12 -0.18
H -3.163516 2.575591 -3.170371 -0.12 -0.18 0.08
H -2.080678 -0.730098 -5.342559 -0.50 0.15 0.17
C 4.075189 -2.219257 2.894926 -0.17 -0.70 -0.96
C -1.146365 -1.637867 -0.117287 -1.17 -1.44 -0.44
C -3.248158 -1.568056 -2.227074 -0.74 0.39 0.55
H -5.802679 2.224034 2.919586 -0.02 0.10 -0.17
H -1.195361 2.964995 0.116403 0.31 -0.45 0.37
C -4.797608 0.254244 2.608467 1.16 0.10 -0.50
C -0.413864 2.521096 0.769077 -0.59 0.65 -0.21
C 3.518637 1.112305 0.829529 0.58 -0.23 -0.26
H -2.776572 2.563497 -1.458710 0.07 -0.11 -0.35
H -4.574220 1.397367 -1.124564 0.03 -0.44 -0.56
H -2.954726 -0.963616 2.182223 -0.13 -0.13 0.00
N 3.096155 0.894923 -0.499344 -0.02 0.27 -0.09
H -0.700293 1.787197 -2.318489 0.11 0.00 -0.04
H -0.420539 0.243767 -4.114647 -0.31 -0.19 0.35
H -3.401184 3.229592 2.060402 -0.07 0.13 0.04
H -3.321488 0.341148 -4.654161 0.22 -0.33 0.14
C 1.234177 -1.274600 -3.127476 0.55 1.24 0.21
C 1.619260 -0.962372 2.432733 0.43 0.19 -1.14
H 0.713230 2.540871 -1.069741 0.29 -0.43 -0.07
C -3.560373 -0.409015 -1.485633 -0.31 -1.24 1.01
C 1.973108 -1.443426 -0.068057 -1.13 0.56 2.74
H -1.157398 0.766418 6.598077 0.08 0.11 -0.03
H 3.314842 1.011101 -4.039150 -0.26 0.11 0.08
H -0.099339 3.351779 1.438021 0.02 -0.48 -0.46
H 0.644474 -0.501411 2.247996 0.46 -0.09 0.17
C 0.807428 2.074806 -0.084127 -0.41 0.29 0.87
C 4.222509 0.484406 -1.231374 0.33 -0.28 1.00
H -1.325828 3.454875 6.153057 0.06 -0.04 -0.17
C 5.299720 0.418716 -0.378293 -0.98 0.08 -0.26
H -0.650143 -2.564328 -0.479992 -0.31 0.30 0.49
N 1.865656 -0.097235 -2.846580 -0.52 -0.97 -0.71
C -2.534385 -0.388189 -4.398234 -0.26 -0.18 -0.81
C 2.628211 0.176825 -3.983390 -0.57 -0.28 0.98
C 4.000152 -3.259886 0.681988 0.92 0.32 -0.18
C -0.815981 0.660297 4.439986 -0.10 1.31 0.48
H -1.029102 3.781699 3.445471 -0.02 0.23 0.04
C -1.046326 1.278678 5.654388 0.16 -0.08 -1.26
C -4.036183 0.913479 -1.963917 -0.47 1.08 -0.10
H 4.164455 0.312367 -2.291301 0.14 -0.14 0.34
H 5.410681 0.798422 1.841953 0.18 0.22 0.01
C 2.262886 -1.617735 1.362783 0.39 -0.29 0.27
H -0.706234 -0.379600 4.191207 -0.02 -0.11 -0.03
H 1.698609 2.492879 0.385067 -0.07 -0.31 -0.29
C -4.934389 1.673976 2.598581 1.13 0.28 -0.44
H 0.554837 -1.763374 -2.438947 0.01 0.31 0.00
C -1.142148 2.693730 5.407473 -0.02 -0.30 -1.12
P 1.494498 0.207346 -0.627469 1.24 1.20 -0.67
Pd -1.488615 -0.610318 -1.839842 3.46 -0.68 4.72
H -4.755548 0.736726 -2.774328 0.20 0.27 0.05
H -0.555696 -1.074591 0.590000 0.19 0.22 -0.30
C 2.447564 -0.825441 -4.969696 -1.07 -1.73 0.38
H -4.062600 -1.984415 -4.170824 0.05 0.11 0.00
C 1.575518 -1.781459 -4.400379 1.41 1.01 -1.49
H 1.538639 -3.071912 -1.574360 0.48 0.44 0.46
N -2.824143 1.165503 1.945331 -0.53 0.23 -0.61
H 1.266873 -2.746560 -4.784166 0.02 0.27 -0.14
H 2.940967 -0.868731 -5.938669 -0.18 0.05 0.32
C -3.507906 -0.041228 2.219300 -0.05 0.88 -0.02
C 2.281467 -0.796612 3.642100 0.66 -0.33 0.87
C -3.723146 2.210388 2.175628 -0.62 -0.89 0.43
P -1.080492 1.177884 1.819911 -0.97 -1.16 1.11
H 4.965856 -3.709385 0.894412 -0.27 -0.22 -0.07
C 2.213020 -2.643688 -0.812153 0.89 -2.21 -1.77
H 5.042582 -2.697264 3.047726 -0.25 0.05 0.05
C -1.406931 0.273715 -3.639470 -0.29 2.42 -1.39
H -3.752271 -0.618157 -0.420245 0.14 0.23 -0.43
C -1.591841 1.261436 -2.637647 0.09 0.00 -2.95
C -2.895074 1.913092 -2.338705 -0.68 0.08 0.82
H 6.288557 0.113139 -0.652906 0.29 0.11 -0.09
H -3.203749 -2.462229 -1.608888 -0.20 -0.20 -0.42
N -0.749435 1.654149 3.431501 0.21 0.02 0.67
C -3.121040 -1.672097 -3.706767 0.43 0.00 -0.56
```
Positions in Å, forces in eV/Å.

Properties
- LUMO (alpha / beta) (eV) = -7.00 / -8.68
- gap between HOMO and LUMO (alpha / beta) (eV) = 4.428 / 3.933
- E_tot (Eh) = -2463.7472
- <S²> = 6.053
- spin multiplicity = 5
- ΔE to the lowest compared entry with this formula, charge and spin (kJ/mol) = 173.0
- charge = +2

(2)
Entry from the OMol25 dataset: a structure of composition C37H43ClN5O2STi at a distorted geometry (ωB97M-V/def2-TZVPD).

Geometry as XYZ:
```
90
Properties=species:S:1:pos:R:3:forces:R:3
N -0.107581 1.438273 -0.856109 -0.11 0.85 -0.11
C 2.248846 -0.629898 3.720734 0.03 0.05 0.07
C -4.597560 -0.264849 -1.962233 -0.15 0.02 -0.14
H -1.957082 -3.628991 -0.710551 0.03 0.00 -0.06
C 3.630374 -0.799283 -1.741543 0.02 -0.09 -0.08
H 3.643478 3.144417 -0.041833 -0.01 0.00 0.00
H -0.566338 2.727232 3.666874 -0.01 -0.02 0.01
H -2.024009 -2.721875 -2.232254 0.06 -0.07 0.05
H 0.761696 1.884360 4.453444 0.02 -0.01 0.02
H 0.242677 -3.673445 -3.701896 0.05 0.01 0.02
H 4.223028 0.989254 2.203635 0.00 0.00 0.00
C 3.566808 -2.192165 -1.185630 0.16 0.01 0.00
H 0.182875 3.535291 -3.442603 0.02 -0.01 0.02
H -0.754108 1.924004 1.061680 0.03 -0.03 0.06
H -2.074666 1.522980 5.158658 0.02 -0.04 -0.03
H -0.667183 5.313598 -3.729905 -0.03 -0.01 -0.01
H 4.707290 0.219673 0.692707 0.00 0.00 -0.04
H -0.155969 -3.459314 2.813926 0.00 0.01 -0.01
C -0.792528 0.588503 3.720161 -0.06 0.14 0.08
H 2.575858 -2.408703 -0.800175 -0.14 0.00 0.05
H 2.344377 3.533350 -1.168681 0.05 -0.03 0.00
N 0.202402 -2.135945 -0.669280 0.02 0.56 -0.35
H -0.548909 6.913173 -3.218626 0.00 0.03 -0.03
C 2.669805 -0.165078 1.274317 -0.17 0.10 0.28
C 4.115623 0.086489 1.595576 0.07 -0.11 0.01
H 0.156109 -1.946864 -3.297774 -0.02 -0.02 -0.01
C 0.083917 1.928194 -2.105172 -0.04 -0.15 0.25
C -5.980708 -0.169002 -2.010812 0.04 0.00 -0.06
H -6.622236 0.029192 1.315211 0.02 -0.01 -0.02
N 2.156472 -0.041621 0.058323 0.55 0.02 -0.17
C -0.379001 4.215355 -1.426400 0.02 0.11 0.03
C -0.011939 -3.243765 -1.588358 -0.05 0.15 0.39
H -0.955325 4.338861 0.663059 0.02 -0.02 -0.03
H -4.125508 -0.158126 1.381506 -0.01 0.00 -0.03
H -1.887058 -3.691114 2.530298 0.02 0.03 0.03
C 0.660569 -4.509813 -1.040784 -0.05 -0.10 0.08
H -6.510095 -0.168993 -2.954634 0.02 0.00 0.03
H 0.574099 -5.333551 -1.758735 -0.01 0.04 0.05
C 4.501448 0.790623 -3.338812 -0.06 -0.02 0.05
N 0.468014 -0.627507 1.967578 -0.18 0.58 0.64
H 2.044655 2.429814 0.168444 0.06 -0.01 -0.04
C -1.060493 -2.985955 2.419047 -0.03 0.00 0.20
C -1.872975 0.609923 4.606408 0.10 0.03 -0.04
H -0.878412 -2.816327 1.360910 0.00 0.09 -0.08
N -0.285908 5.954943 -3.051463 0.01 0.24 0.08
C 3.230893 1.578805 -1.433078 0.06 0.15 -0.04
Cl -8.429453 0.059034 -0.876497 0.11 -0.01 0.01
C -0.638241 3.675843 -0.131086 -0.02 0.08 -0.09
Ti 0.051039 -0.516932 -0.106466 0.45 -1.83 -0.49
C -0.547761 -0.577223 2.984330 0.38 -0.13 -0.49
C -6.685406 -0.066684 -0.822985 -0.07 0.02 -0.01
H 1.638047 -2.859421 -2.960502 -0.15 0.01 0.01
C 0.057981 1.833885 3.618727 -0.03 -0.09 0.00
H 1.430320 -0.889866 4.387721 0.00 -0.01 0.03
C -2.447760 -0.372615 -0.716395 0.09 -0.04 0.60
H 0.358324 1.202575 -2.859547 0.02 -0.06 -0.03
C 3.017058 0.251901 -1.051480 -0.35 0.07 0.37
C 0.544347 -2.913842 -2.972597 0.13 0.08 -0.13
C 3.962877 1.827925 -2.596028 -0.05 0.02 0.05
C -2.685740 -0.494497 4.776437 0.02 -0.04 -0.06
H 4.808941 -1.335128 -3.441892 -0.01 0.02 0.01
S -0.710563 6.833807 -0.573924 0.05 -0.19 -0.12
H 0.638839 1.882979 2.702230 0.04 -0.06 -0.06
H 0.178381 -4.813257 -0.105979 0.05 0.03 -0.06
H 3.836873 -2.932000 -1.941494 0.01 0.02 0.02
C -4.659721 -0.157578 0.438912 -0.12 -0.01 0.06
O -1.887069 -0.425931 0.448057 -0.67 0.17 -0.26
H -3.528481 -0.455300 5.456400 0.02 -0.01 0.00
C -0.461921 5.605215 -1.711323 -0.04 -0.20 0.00
O -1.782962 -0.414869 -1.756398 -0.08 -0.05 -0.07
H 4.105329 2.857562 -2.911356 0.00 -0.06 0.02
C -1.514038 -3.531104 -1.706483 -0.14 0.01 -0.03
C 4.352527 -0.517034 -2.894521 0.02 0.03 0.01
H -3.038146 -2.528899 4.183253 0.00 0.02 0.00
H 4.271630 -2.292825 -0.351124 -0.03 -0.01 -0.04
H 2.727573 0.276215 4.104176 -0.01 -0.01 -0.01
C -3.938465 -0.260850 -0.743621 0.09 -0.01 0.06
H 2.994329 -1.429240 3.765719 -0.01 0.01 0.02
C -6.044548 -0.057255 0.404377 0.09 -0.01 0.05
C -2.412999 -1.651252 4.057757 -0.04 0.00 0.02
H 5.048982 0.998354 -4.250755 0.00 0.00 0.03
C -1.352119 -1.709522 3.165057 -0.09 -0.20 -0.06
H 1.716494 -4.342521 -0.835645 0.05 0.02 -0.02
C 1.757645 -0.456463 2.314802 0.00 -0.18 -0.14
H -4.011699 -0.338611 -2.870236 -0.02 0.00 0.04
H -1.677580 -4.467369 -2.251061 -0.02 0.03 0.01
C -0.037428 3.245681 -2.424433 -0.05 0.13 0.00
H 4.544638 -0.739482 2.168942 -0.01 0.02 -0.02
C -0.505669 2.341384 0.094345 -0.02 -0.02 -0.29
C 2.779880 2.731085 -0.572560 0.10 0.00 -0.04
```
Positions in Å, forces in eV/Å.

Properties
- LUMO (alpha / beta) (eV) = 2.45 / 2.30
- gap between HOMO and LUMO (alpha / beta) (eV) = 5.315 / 7.254
- E_tot (Eh) = -3568.0531
- <S²> = 2.026
- spin multiplicity = 3
- ΔE to the lowest compared entry with this formula, charge and spin (kJ/mol) = 77.3
- charge = -1